1.
The following is a DFT calculation (the ωB97M-V functional and the def2-TZVPD basis) of a 2-piece molecular cluster, C6H17NO overall.

Structure (XYZ):
```
25
Properties=species:S:1:pos:R:3:forces:R:3:nbo_charge:R:1
C 0.22009 0.09801 2.02224 0.2638 -0.4135 -0.0796 -0.615
C 1.51694 0.62654 1.40631 -0.7230 0.5779 0.4979 -0.417
C 1.95262 0.06337 0.06045 -0.1353 0.0131 -0.3333 -0.204
N 1.03158 0.04042 -1.07443 -0.3316 -0.0558 0.5863 -0.455
C 0.24607 1.23847 -1.26462 -0.5416 -0.3192 -0.0290 -0.414
C 0.35497 -1.18262 -1.43935 -0.2825 -0.4887 -0.4065 -0.206
C -1.01894 -1.54366 -0.84855 -0.2516 0.2594 0.0860 -0.640
H 0.20602 -0.99865 2.04404 0.0495 0.1200 0.0230 0.200
H -0.64171 0.41254 1.44461 -0.1801 0.0984 -0.0299 0.204
H 0.11197 0.44414 3.05284 -0.0308 0.0565 -0.0876 0.207
H 2.31122 0.47443 2.13311 0.3436 -0.1953 -0.0669 0.205
H 1.43914 1.72003 1.34418 -0.0818 -0.0826 -0.1472 0.192
H 2.32043 -0.95238 0.21632 0.1107 0.0071 -0.1914 0.194
H 2.77030 0.70967 -0.26282 0.4448 -0.1824 0.0693 0.185
H -0.54393 1.42321 -0.51354 0.3014 -0.0588 0.1471 0.171
H 0.90363 2.10289 -1.29772 0.0136 0.2009 -0.1266 0.193
H -0.32719 1.13974 -2.19569 0.3948 0.1753 -0.0886 0.198
H 0.16428 -1.11152 -2.51319 0.1308 0.0207 -0.1986 0.180
H 1.02169 -2.04070 -1.35543 0.3178 0.1701 0.3288 0.191
H -1.22364 -2.61392 -0.91248 0.1578 -0.0233 -0.1931 0.209
H -1.78475 -1.03342 -1.43331 -0.1754 -0.0022 0.1835 0.206
H -1.18237 -1.27087 0.19060 0.2110 0.0941 0.0332 0.210
O -3.31795 0.46892 0.67054 -0.1373 0.2141 0.2430 -0.937
H -4.07403 1.05219 0.52413 0.1419 -0.1249 -0.0249 0.471
H -3.11785 0.57597 1.61023 -0.0105 -0.0610 -0.1950 0.470
```
Forces are in eV/Å.

Multiplicity   1
Structure (SMILES)   CCCN(C)CC.O
LUMO   0.7 eV

---

2.
The following is a DFT calculation (the ωB97M-V functional and the def2-TZVPD basis) of one molecule with the formula C18H20N2O5.

Structure (XYZ):
```
45
Properties=species:S:1:pos:R:3:forces:R:3:nbo_charge:R:1
N -1.04697 -0.34072 -3.85811 0.2779 4.0292 3.3123 -0.786
C 0.02502 -0.35136 -2.70091 -2.6098 -5.1723 -1.1904 -0.165
C 1.40944 -0.07155 -3.19366 -0.7608 2.3031 -2.9840 -0.425
C 2.48947 -0.16792 -2.19908 -0.6670 -0.4515 2.3388 -0.119
C 3.05597 -1.43185 -1.81310 1.3096 0.1801 -0.8725 -0.209
C 3.84663 -1.43150 -0.62572 0.7617 2.2379 -0.0179 -0.298
C 4.15642 -0.16231 0.05126 0.9629 0.2700 -1.0576 0.325
O 5.25760 -0.03394 0.86791 1.8298 -3.8270 1.2841 -0.680
C 3.63192 1.10632 -0.31895 -1.7795 -2.7732 -1.4139 -0.248
C 2.57470 0.92589 -1.30477 3.0511 3.9068 -0.3135 -0.197
C -0.47018 0.42389 -1.55001 0.8362 3.2913 2.0548 0.679
O -1.15948 1.46017 -1.69385 1.0478 -2.4766 0.5062 -0.628
N 0.17631 0.04080 -0.33686 -0.3139 -0.3675 -1.0008 -0.695
C 0.18538 0.97278 0.84788 -1.4123 0.6322 -0.8879 -0.152
C -1.21160 1.70077 1.26391 -0.8131 -1.1243 -6.6567 -0.407
C -2.42560 0.81454 1.44530 1.4322 -0.9380 3.7536 -0.073
C -2.50756 0.51139 2.93240 0.0181 0.0904 -2.9945 -0.184
C -3.53305 -0.28404 3.32251 -1.6496 -1.0542 -2.4782 -0.275
C -4.33290 -0.97845 2.32466 0.9609 -0.7401 0.2891 0.300
O -5.20070 -1.98981 2.70158 0.0034 1.1442 -2.7349 -0.670
C -4.10462 -0.87598 0.96068 -1.6134 -0.3846 -0.2420 -0.276
C -3.23020 0.13333 0.52721 0.4708 -0.0161 -0.4166 -0.202
C 0.59052 0.40156 2.17261 4.4783 1.0907 -1.5315 0.754
O 1.53980 0.87472 2.75203 -0.4579 1.0588 0.7854 -0.585
O 0.13629 -0.72072 2.54333 -2.7186 -3.6597 -0.8249 -0.630
H -1.93703 -0.52650 -3.24711 1.7249 0.4905 -1.7594 0.352
H -1.06142 0.82270 -3.88606 -0.6748 -3.6112 -0.4946 0.361
H 0.01000 -1.48365 -2.38478 0.1022 1.8191 -0.2601 0.202
H 1.54496 -0.67356 -4.12290 0.0694 0.1591 0.8222 0.247
H 1.26353 1.00907 -3.59765 0.8993 -1.3889 0.5660 0.215
H 3.07617 -2.28515 -2.64927 -0.2300 1.7020 2.4315 0.245
H 4.59624 -2.15958 -0.27975 -0.9408 -0.4091 -0.5965 0.218
H 5.81259 -0.95802 1.12143 -2.7195 3.5754 -1.3241 0.487
H 4.04072 2.10885 -0.03193 -0.7122 -1.3489 0.1292 0.252
H 2.17649 2.00880 -1.55743 0.0708 -2.6280 -0.0615 0.232
H 1.03340 -0.56622 -0.66009 -1.9676 1.5366 1.8531 0.454
H 0.90192 1.79550 0.75430 -0.1440 -0.1698 -0.5735 0.232
H -0.82717 2.07713 2.11878 0.0589 2.1351 2.8010 0.211
H -1.47132 2.42423 0.40754 0.8074 -0.5831 1.6872 0.263
H -1.66693 0.79430 3.61462 -1.2842 0.2450 -0.6160 0.228
H -3.88557 -0.44511 4.28900 0.1441 -0.2891 1.8887 0.204
H -5.16377 -2.12444 3.60585 0.1146 -0.3633 2.8500 0.472
H -4.73887 -1.55183 0.23004 1.4984 1.6083 1.5913 0.236
H -3.19970 0.25209 -0.57663 0.4721 0.4093 0.9679 0.233
H -0.35688 -1.04462 1.73378 0.0659 -0.1386 1.3914 0.502
```
Forces are in eV/Å.

Multiplicity   1
Structure (SMILES)   N[C@@H](Cc1ccc(O)cc1)C(=O)N[C@@H](Cc1ccc(O)cc1)C(=O)O
LUMO   0.4 eV

---

3.
The following is a DFT calculation (the ωB97M-V functional and the def2-TZVPD basis) of a 2-piece molecular cluster, C2H2ClF2NO2 overall.

Structure (XYZ):
```
10
Properties=species:S:1:pos:R:3:forces:R:3:nbo_charge:R:1
C -0.91039 0.13127 0.73972 1.4528 0.0213 0.1366 -0.074
C 0.43597 0.74728 0.79192 0.8531 -1.4137 0.3081 0.315
N 0.70080 -0.85646 -1.52515 0.0990 -1.0973 -0.9279 0.475
O -0.46128 -1.22870 -1.64606 2.5214 0.2615 -0.5009 -0.307
O 1.72912 -1.17250 -2.10388 -2.4310 0.6302 1.2062 -0.267
F -1.85371 1.00017 1.20945 -0.6737 -0.1777 0.7863 -0.338
F 1.34180 0.09706 1.55147 -0.2063 0.7238 -0.3019 -0.311
Cl 0.93927 2.20393 0.12024 -0.2099 -0.1295 0.2441 0.092
H -0.84759 -0.91527 1.14725 -0.4514 1.2560 0.4156 0.202
H -1.07400 -0.00677 -0.28496 -0.9541 -0.0746 -1.3663 0.213
```
Forces are in eV/Å.

Multiplicity   1
LUMO (alpha / beta)   -0.5 / -2.4 eV

---

4.
The following is a DFT calculation (the ωB97M-V functional and the def2-TZVPD basis) of C41H50CeN5O3P2S as an isolated structure.

Structure (XYZ):
```
103
Properties=species:S:1:pos:R:3:forces:R:3:lowdin_charge:R:1
Ce -0.44108 1.04536 0.00808 0.5488 -0.4162 -0.0676 0.801
C -2.55684 -1.02042 4.00581 0.0322 -0.1124 -0.0715 -0.019
O -1.88972 -2.03378 3.19255 -0.0558 0.0919 0.0488 0.077
C -1.39480 -1.39017 2.16223 0.0670 -0.1118 -0.0949 -0.328
N -1.72844 -0.16568 1.95103 0.0752 0.0305 0.1536 0.088
C -2.76853 0.11796 3.01124 0.0045 0.0844 0.0431 -0.195
C -2.74486 1.49589 3.61102 -0.0485 0.0335 0.0140 -0.181
C -2.56917 2.58762 2.77879 0.1029 -0.0700 -0.0338 -0.081
C -2.63554 3.88404 3.25834 -0.0508 -0.0015 0.0506 -0.059
C -2.91239 4.09505 4.60226 0.0087 0.0305 0.0018 -0.048
C -3.11031 3.00955 5.44474 0.0013 -0.0264 0.0072 -0.040
C -3.03006 1.71259 4.95485 0.0487 0.0027 0.0018 -0.019
C -0.45128 -2.15265 1.32411 -0.0656 0.0809 0.0008 -0.146
C -0.20662 -3.50230 1.52105 -0.0260 -0.0229 -0.0123 0.075
C 0.74736 -4.12027 0.72581 0.0102 0.0310 -0.0062 0.045
C 1.45928 -3.35481 -0.18882 -0.0270 -0.0382 -0.0011 0.076
C 1.15162 -2.01026 -0.29699 0.0385 0.1098 -0.0092 -0.155
N 0.18722 -1.41661 0.41378 0.0430 -0.1280 0.0089 0.089
C 1.96921 -1.07001 -1.08537 -0.1520 -0.1841 -0.0308 -0.345
N 1.74533 0.19020 -1.12297 0.0425 -0.0044 -0.1783 0.079
C 3.01437 0.77710 -1.69260 -0.0617 0.0223 0.0191 -0.182
C 3.66067 -0.43615 -2.36469 -0.0266 -0.1497 0.0790 -0.023
O 3.03229 -1.56647 -1.67889 0.1104 0.1508 0.0642 0.074
C 2.83719 1.96891 -2.59140 -0.0027 0.0277 -0.0103 -0.203
C 1.87135 2.91585 -2.29127 -0.0583 -0.0167 0.0207 -0.082
C 1.68559 4.03397 -3.08590 0.0319 -0.0115 -0.0344 -0.067
C 2.49594 4.22580 -4.19830 -0.0074 -0.0024 0.0122 -0.046
C 3.48053 3.29506 -4.49706 -0.0045 0.0207 -0.0110 -0.033
C 3.65248 2.17008 -3.69964 0.0230 0.0008 0.0004 -0.019
H -1.87056 -0.76155 4.81246 0.0033 0.0256 0.0014 0.135
H -3.46980 -1.46002 4.39347 0.0005 0.0310 0.0365 0.154
H -3.73900 -0.01129 2.52650 0.0250 -0.0229 -0.0287 0.134
H -2.38306 2.40920 1.72560 -0.0404 0.1333 -0.1082 0.032
H -2.49514 4.72368 2.58845 0.0075 -0.0039 -0.0070 0.108
H -2.98967 5.10100 4.99250 0.0077 0.0011 -0.0059 0.120
H -3.33989 3.17110 6.48959 -0.0020 0.0070 -0.0065 0.123
H -3.20449 0.88706 5.63422 0.0004 -0.0042 -0.0123 0.122
H -0.74628 -4.04256 2.28599 -0.0026 0.0011 -0.0021 0.144
H 0.95903 -5.17489 0.84122 -0.0008 0.0004 0.0007 0.142
H 2.25311 -3.77686 -0.78912 -0.0002 0.0011 -0.0005 0.145
H 3.60099 1.07171 -0.81566 -0.0068 0.0262 -0.0059 0.174
H 4.73179 -0.52274 -2.21566 0.0085 0.0303 -0.0324 0.152
H 3.41133 -0.52708 -3.42189 0.0097 0.0230 -0.0078 0.139
H 1.24794 2.77410 -1.41905 0.0103 0.1104 0.1022 0.027
H 0.90775 4.74820 -2.84556 0.0077 0.0004 -0.0084 0.098
H 2.36485 5.09595 -4.82724 0.0017 -0.0004 0.0018 0.121
H 4.12071 3.44373 -5.35609 0.0028 -0.0035 0.0034 0.124
H 4.43724 1.46789 -3.95474 -0.0080 -0.0026 0.0103 0.123
C -0.83188 7.31339 0.26550 -0.0310 0.0543 -0.0173 -0.047
C 0.39027 6.47310 -0.05495 0.0883 -0.1343 0.0844 -0.203
N 0.68129 5.51608 1.03490 0.0470 0.1291 -0.0844 -0.068
C 1.56101 6.02821 2.11514 -0.1462 -0.0261 -0.0594 -0.159
C 3.01284 5.67311 1.85704 0.0746 0.0062 0.0204 -0.042
C 0.20524 4.30516 1.07660 -0.0519 -0.1717 0.0537 -0.591
S -0.90701 3.73824 -0.17158 0.1310 -0.1535 0.1685 0.757
N 0.46390 3.56607 2.19157 -0.0098 0.2821 0.1588 0.167
C 0.89114 2.36668 2.24594 0.2200 -0.4278 -0.6007 -0.371
O 1.23895 1.68716 1.11600 -0.7382 0.3612 0.3641 -0.240
C 0.97670 1.60556 3.49781 -0.0222 0.1742 0.0983 -0.146
C 0.49579 2.17475 4.67719 -0.0079 -0.0086 0.0437 -0.002
C 0.53830 1.45216 5.85696 -0.0175 -0.0074 -0.0211 -0.040
C 1.05689 0.16267 5.86398 0.0016 -0.0010 0.0146 -0.040
C 1.54283 -0.40652 4.69081 0.0082 0.0171 0.0044 -0.050
C 1.50825 0.31389 3.50876 0.0084 -0.0405 0.0127 -0.020
H -0.98029 8.05742 -0.51605 0.0014 -0.0115 -0.0052 0.096
H -0.71352 7.84590 1.20923 0.0086 -0.0082 0.0003 0.087
H -1.72897 6.69614 0.32142 0.0028 -0.0058 0.0057 0.068
H 1.28579 7.08415 -0.15899 -0.0240 0.0376 -0.0077 0.134
H 0.26819 5.91222 -0.97806 -0.0399 0.0215 -0.0043 0.071
H 1.20593 5.61714 3.05761 0.0207 -0.0252 -0.0019 0.123
H 1.40696 7.10563 2.13281 0.0488 0.0077 0.0173 0.130
H 3.15618 4.59200 1.83956 -0.0135 -0.0009 0.0034 0.075
H 3.63490 6.08216 2.65209 -0.0074 0.0064 -0.0035 0.095
H 3.36553 6.08796 0.91240 -0.0155 -0.0027 -0.0058 0.085
H 0.08178 3.17462 4.66164 0.0049 -0.0023 -0.0246 0.119
H 0.17455 1.89569 6.77401 -0.0009 -0.0040 0.0004 0.122
H 1.10169 -0.39306 6.79179 0.0045 -0.0057 -0.0097 0.122
H 1.97832 -1.39698 4.71146 -0.0080 0.0011 -0.0025 0.117
H 1.92344 -0.11103 2.60399 -0.0076 0.0156 -0.0202 0.114
C -4.42698 -0.74800 -0.09840 -0.1511 -0.0409 -0.0639 -0.221
P -3.36232 0.50148 -0.87101 0.2185 0.2057 0.0900 0.821
C -4.23156 2.08210 -0.62517 -0.1911 -0.0129 -0.0069 -0.223
C -3.59468 0.16128 -2.65041 -0.1376 -0.0518 0.0011 -0.391
C -2.57675 0.89931 -3.50114 0.0046 -0.0035 -0.1657 -0.382
P -0.87953 0.50351 -2.94909 -0.0030 0.1626 0.1894 0.828
C 0.12929 1.08346 -4.33500 -0.0153 -0.0427 -0.1211 -0.209
C -0.79706 -1.31216 -3.11204 -0.0184 -0.1066 -0.1245 -0.220
H -5.34589 -0.82613 -0.68384 0.0001 -0.0286 0.0226 0.073
H -4.70683 -0.47070 0.91426 0.0217 0.0117 -0.0053 0.038
H -3.94196 -1.72415 -0.08625 0.0176 0.0076 0.0068 0.057
H -5.25442 1.99585 -0.99889 0.0019 0.0134 0.0196 0.074
H -3.73482 2.89305 -1.15872 0.0344 -0.0247 -0.0117 0.042
H -4.26795 2.34316 0.43272 0.0136 -0.0078 0.0020 0.044
H -4.61926 0.43352 -2.91639 0.0185 0.0236 -0.0196 0.110
H -3.51525 -0.91836 -2.79679 0.0185 -0.0003 0.0013 0.089
H -2.71312 1.98278 -3.44812 0.0065 0.0018 0.0318 0.096
H -2.67619 0.62550 -4.55470 -0.0029 -0.0163 0.0112 0.108
H -0.24975 0.61148 -5.24404 0.0338 0.0259 -0.0179 0.074
H 1.17854 0.82744 -4.20641 -0.0190 -0.0153 0.0228 0.042
H 0.05745 2.16560 -4.43278 -0.0072 0.0006 0.0096 0.060
H -1.25677 -1.61800 -4.05501 0.0013 0.0026 0.0103 0.078
H -1.30004 -1.83599 -2.29826 -0.0032 0.0261 0.0214 0.046
H 0.24567 -1.63051 -3.13951 0.0023 0.0180 0.0188 0.051
```
Forces are in eV/Å.

Total charge   +3
Multiplicity   1
LUMO (alpha / beta)   -9.8 / -9.8 eV

---

5.
The following is a DFT calculation (the ωB97M-V functional and the def2-TZVPD basis) of C5H19BaN2O as an isolated structure.

Structure (XYZ):
```
28
Properties=species:S:1:pos:R:3:forces:R:3:lowdin_charge:R:1
C -2.41426 0.77615 -3.19843 -0.3249 0.6140 0.8856 -0.224
Ba -0.18053 0.03484 -1.63673 -1.0968 -0.2278 2.1007 0.914
N 1.88698 -0.14103 -0.27053 4.2253 0.1656 -2.3242 -0.212
N 1.10685 -0.81593 -3.49302 0.3362 -0.4301 -0.9560 -0.262
H 1.67411 -0.97268 0.24514 0.4106 -0.3485 -0.0133 -0.007
H -1.53845 1.22268 -2.67955 -2.1342 0.8322 -1.2910 -0.166
H -3.31841 1.29293 -2.87293 0.0213 0.0660 0.2087 0.020
H -2.52144 -0.29910 -2.88970 0.1205 0.6795 -0.8966 -0.014
H -2.29296 1.03810 -4.23928 0.1019 -0.7225 -0.4578 0.009
H 1.44190 -1.73146 -3.28888 0.5234 -1.0129 -0.1509 -0.011
H 1.83273 -0.18276 -3.74883 0.9580 0.5301 -0.5387 -0.018
H 0.39555 -0.84511 -4.20838 -0.1101 -0.2175 -0.6756 -0.017
H 2.74690 -0.15712 -0.90630 -1.1277 -0.0671 1.8337 0.053
H 1.76039 0.67661 0.30489 0.4645 0.0250 -0.1486 0.004
C 1.14484 -0.84527 2.56002 0.0127 0.1363 0.7727 -0.067
C 0.01006 0.00054 1.95483 -1.6204 -0.0160 0.4558 -0.841
C -1.33835 -0.59190 2.32453 -0.4950 -0.1648 2.1139 -0.086
C 0.11580 1.45776 2.38161 -0.0648 0.2077 1.0863 -0.060
O -0.15144 -0.00889 0.64051 -0.3748 0.0712 -2.2541 -0.686
H 1.01932 -0.81789 3.65907 0.1185 -0.1315 -0.3457 0.080
H 2.14326 -0.44313 2.34831 -0.1939 -0.1211 -0.0449 0.067
H 1.08736 -1.89728 2.24741 0.0007 0.2536 -0.0679 0.080
H -1.43518 -0.57644 3.41292 -0.5296 -0.2781 0.3875 0.065
H -2.15453 -0.00451 1.88243 0.3676 -0.0777 0.1246 0.078
H -1.42582 -1.62709 1.96808 0.1804 0.2873 0.0471 0.080
H 1.07470 1.90799 2.09272 -0.1132 -0.1329 -0.0010 0.072
H -0.69610 2.05187 1.93684 0.2370 -0.3032 0.0760 0.080
H 0.02672 1.49810 3.47327 0.1069 0.3834 0.0738 0.073
```
Forces are in eV/Å.

Total charge   -1
Multiplicity   1
LUMO   2.4 eV